1.
The following is a quantum chemistry calculation of a molecular structure, C46H43F4N8O3Pb at a distorted geometry, from OMol25.

Calculated total energy = -3034.5035 a.u.
Charge = -1
Strongest force on any atom = 3.541 eV/Å
Molecular weight = 1039.10 u

Last column: Mulliken charge in e.
Positions of all 105 atoms, in Å:
Pb (-0.6270, 0.6108, -1.7826)  1.5579
C (0.1928, 2.5914, -4.8604)  -1.0327
N (-0.8285, 2.5187, -3.7523)  0.8359
C (-0.8631, 3.8422, -3.0735)  -1.0424
C (-2.1570, 2.1892, -4.2682)  -1.1166
C (-2.6604, 0.7495, -4.4397)  -0.5054
N (-1.7187, -0.1906, -3.8727)  0.6464
C (-1.5308, -1.3646, -4.5428)  0.0840
C (-0.2644, -2.0393, -4.6229)  -0.3781
F (0.8268, -1.4192, -4.1569)  -0.2521
C (-0.1515, -3.2735, -5.2887)  0.1752
F (1.0544, -3.8452, -5.3115)  -0.3121
C (-1.2942, -3.9452, -5.8397)  -0.8163
C (-2.5897, -3.3989, -5.6549)  0.2281
F (-3.7637, -3.9876, -5.9950)  -0.3025
C (-2.7049, -2.1451, -5.0305)  0.2364
F (-3.9326, -1.6519, -4.7593)  -0.3702
H (-0.0464, 3.4259, -5.5097)  0.3027
H (0.0476, 1.5805, -5.3546)  0.2231
H (1.1843, 2.7350, -4.3781)  0.2415
H (-1.4459, 3.7974, -2.1437)  0.1455
H (-1.2884, 4.6015, -3.7518)  0.3669
H (0.2048, 4.0008, -2.7907)  0.3208
H (-2.3357, 2.9449, -5.1142)  0.2520
H (-2.8524, 2.5730, -3.4641)  0.3406
H (-2.7324, 0.5413, -5.5761)  0.3367
H (-3.6814, 0.8119, -3.9993)  0.1092
H (-1.1624, -4.8740, -6.3182)  0.4940
O (4.4775, 0.7512, 6.9666)  -0.5398
C (4.8691, -0.5785, 6.6294)  -0.3692
C (4.6303, -0.8743, 5.1499)  0.3723
C (5.3256, -1.8495, 4.4811)  -0.4038
C (5.2450, -1.9465, 3.0806)  -0.5434
C (4.2659, -1.2130, 2.4289)  -0.2067
C (3.4218, -0.3545, 3.2094)  -0.7432
N (3.7215, -0.0664, 4.5027)  -0.4318
H (4.1523, 1.1494, 6.1479)  0.3769
H (4.2462, -1.2780, 7.2114)  0.2121
H (5.9358, -0.7608, 6.8234)  0.3046
H (5.9985, -2.5429, 5.0116)  0.3269
H (5.8379, -2.6368, 2.4893)  0.4062
H (4.0027, -1.3724, 1.3940)  0.3365
H (2.5010, 0.0597, 2.8896)  0.9084
N (2.9147, -1.3281, -1.7687)  0.3266
C (2.9641, 0.0184, -2.0277)  0.6230
C (4.0480, 0.4443, -2.8425)  -1.2684
C (4.4813, 1.7117, -2.6901)  -0.5001
C (3.8134, 2.5912, -1.7487)  -0.8015
C (2.6448, 2.1322, -1.1440)  -0.4610
N (2.1109, 0.8903, -1.3617)  0.3618
C (2.0849, -2.1424, -0.9654)  -0.0040
C (2.6573, -3.4307, -0.5847)  -0.8627
C (1.8880, -4.4024, -0.0361)  -0.7560
C (0.5015, -4.1049, 0.1431)  -0.6150
C (-0.0155, -2.9505, -0.2777)  -0.3621
N (0.7728, -1.9581, -0.8464)  0.6359
H (3.7941, -1.8369, -1.9923)  0.2041
H (4.6086, -0.3760, -3.2838)  0.4496
H (5.2936, 2.0690, -3.2674)  0.4911
H (4.2399, 3.6113, -1.5785)  0.3639
H (1.9788, 2.7352, -0.5159)  0.4945
H (3.6970, -3.5912, -0.7586)  0.4611
H (2.4346, -5.2347, 0.4425)  0.3264
H (-0.2251, -4.7646, 0.6279)  0.4206
H (-1.0635, -2.6598, -0.1671)  0.2748
O (-2.0576, 2.4604, -0.6503)  -0.3676
N (-2.0194, 3.0076, 0.4591)  -0.8460
N (-0.7462, 3.0354, 0.9300)  0.5953
O (0.1965, 2.4426, 0.2518)  -0.3463
C (-0.6417, 3.5729, 2.1868)  0.4660
C (-1.7654, 4.1563, 2.7950)  -0.3042
C (-1.5821, 4.9254, 3.9377)  -0.7345
C (-0.3349, 4.8223, 4.6257)  -0.3965
C (0.7236, 4.0513, 4.1091)  -0.7693
C (0.6300, 3.5417, 2.8250)  -0.1463
H (-2.7782, 4.0854, 2.3437)  0.3756
H (-2.3398, 5.5494, 4.3695)  0.3863
H (-0.1622, 5.3204, 5.5729)  0.3562
H (1.6411, 4.1036, 4.6798)  0.3744
H (1.5601, 3.2686, 2.3055)  0.2994
C (-1.7926, -2.3531, 5.2098)  -0.5661
C (-2.6346, -2.6648, 4.1499)  -0.7836
C (-2.4948, -1.9830, 2.9795)  -0.0880
C (-1.5378, -1.0561, 2.7221)  1.0448
C (-0.6883, -0.6905, 3.7897)  -0.5206
C (-0.8211, -1.3920, 4.9979)  -0.6428
C (-1.3693, -0.3632, 1.3830)  -0.4699
C (-2.0539, -0.5980, 0.2514)  -0.2383
C (-3.4740, -0.8238, -0.0605)  1.0951
C (-3.8026, -1.3285, -1.3528)  -0.9453
C (-5.1304, -1.2759, -1.7363)  -0.3619
C (-6.1105, -0.7735, -0.8882)  -0.6221
C (-5.7853, -0.3992, 0.3976)  -0.8019
C (-4.4635, -0.3265, 0.8087)  -0.0495
H (-1.7606, -2.8845, 6.1550)  0.3651
H (-3.2915, -3.5239, 4.1664)  0.3561
H (-3.1648, -2.1934, 2.1301)  0.2284
H (0.0718, 0.0595, 3.7854)  0.5569
H (-0.2374, -0.9862, 5.8586)  0.3304
H (-0.6177, 0.4331, 1.3225)  -0.3520
H (-3.0115, -1.8119, -1.8307)  0.4473
H (-5.4334, -1.5934, -2.7311)  0.3536
H (-7.1149, -0.8354, -1.3062)  0.3689
H (-6.5759, -0.3279, 1.1398)  0.3307
H (-4.1636, 0.0599, 1.7971)  0.4456

Forces on the atoms, in the same order (eV/Å):
-0.32 -0.51 1.39
-1.12 -1.98 1.57
0.49 0.60 -0.42
0.75 -0.97 0.06
-1.30 2.88 1.11
0.39 -0.14 -2.25
0.57 -0.58 -0.56
-1.78 -1.02 0.54
-1.73 -0.51 -1.11
0.31 0.03 0.22
-2.38 0.73 0.46
0.34 -0.34 -0.39
0.14 1.29 1.07
0.98 1.97 0.86
0.90 -0.35 -0.21
2.06 -0.02 0.05
0.27 -0.16 -0.18
0.00 0.19 -0.45
0.82 1.30 0.15
-0.48 -0.31 -0.60
0.13 -0.04 -0.48
0.38 0.12 0.14
-0.82 0.56 -0.21
-0.19 -1.37 0.38
0.76 -0.02 -0.63
-0.30 0.22 1.56
0.46 -0.75 -0.36
0.15 -0.96 -0.44
0.57 -0.60 -0.02
-0.66 0.25 -0.53
-0.94 1.54 -0.84
1.14 -0.91 -0.66
-0.87 0.26 0.27
-1.52 0.73 1.06
2.46 -1.00 1.36
0.38 -1.67 -0.11
-0.24 -0.04 -0.06
0.34 0.10 0.00
-0.28 0.17 0.26
-0.30 0.56 -0.14
0.10 -0.02 0.33
0.21 0.05 -0.15
-0.48 0.62 -0.84
0.43 -1.43 0.36
-0.77 1.83 1.27
-0.85 -1.60 1.20
-1.25 1.98 1.48
0.85 -0.36 -1.00
-0.59 -0.34 -0.97
3.08 -1.17 -0.52
-1.33 -2.22 -0.81
-0.37 1.90 -0.52
-0.52 0.48 1.25
0.32 -2.31 0.83
0.94 2.96 -1.09
0.42 0.04 0.05
-1.19 0.84 0.06
0.06 0.48 -0.56
0.83 0.35 -0.31
-0.67 -1.08 -0.06
0.45 0.01 -0.20
0.72 -0.10 0.05
-0.86 0.07 -0.63
0.65 -0.20 -0.16
0.40 -0.25 -0.03
-0.99 -0.17 -0.38
2.14 -0.11 -0.16
-2.67 -0.93 -2.05
0.29 0.35 0.76
1.54 0.08 1.47
-0.74 0.78 0.17
2.04 -1.08 0.74
-0.48 -0.44 -0.54
-0.99 1.66 0.18
-0.35 0.24 -0.34
1.16 0.14 0.21
-0.49 -0.02 -0.01
-0.24 0.10 -0.05
0.21 -0.40 -0.23
-0.87 -0.41 0.07
0.52 -0.35 -0.02
0.38 -0.75 0.80
-1.58 -0.93 -2.02
1.86 3.00 -0.29
-0.86 -1.67 0.71
0.41 1.83 0.66
-0.78 -0.93 0.42
-0.18 1.83 -0.80
1.42 -0.19 -0.05
-1.69 0.59 2.50
0.54 0.03 -0.74
-0.22 -0.72 -0.78
-0.40 -0.08 0.73
0.16 -0.32 -0.22
-0.42 -0.05 -0.08
-0.34 0.17 0.31
0.28 -0.19 0.53
0.26 0.53 -0.61
-0.26 -0.76 -0.69
0.54 -0.67 0.25
0.91 -0.44 -1.44
0.14 -0.11 0.12
-0.05 0.25 0.63
-0.02 0.69 -0.11
-0.29 -0.32 -0.58



2.
The following is a quantum chemistry calculation of C3H6N2O3S in the gas phase at a distorted geometry, from OMol25.

Calculated total energy = -851.2590 a.u.
Strongest force on any atom = 4.048 eV/Å
SMILES string = CN1C(=O)CNS1(=O)=O
Molecular weight = 150.16 u

Last column: natural (NBO) charge in e.
Positions of all 15 atoms, in Å:
C (-1.0537, -1.2395, -1.5489)  -0.4646
C (0.1336, 0.9784, -1.2232)  0.6675
C (0.8239, 1.6297, -0.1421)  -0.3681
H (-0.4476, -2.1858, -1.0808)  0.2246
H (-0.6870, -0.9776, -2.6305)  0.2454
H (-2.3134, -1.4521, -1.6600)  0.2346
H (0.6694, 2.6725, -0.1068)  0.2485
H (1.9189, 1.6878, -0.3423)  0.2506
H (-0.3559, 1.7691, 1.5578)  0.4227
N (-0.6392, -0.1042, -0.6067)  -0.6855
N (0.4431, 1.1077, 1.2013)  -0.8383
O (0.1296, 1.2593, -2.3797)  -0.5382
O (1.2681, -1.3478, 0.9854)  -0.8606
O (-1.1226, -0.9059, 1.6863)  -0.8961
S (0.0603, -0.5496, 0.9531)  2.3573

Forces on the atoms, in the same order (eV/Å):
-0.46 -1.20 0.00
-2.08 -2.42 0.63
2.52 1.08 2.00
-1.89 1.93 -1.65
-0.52 -0.54 2.22
3.88 0.76 0.85
-0.84 1.32 -0.21
-0.45 -0.94 0.30
1.58 -2.56 -0.66
1.20 -1.15 -2.02
-0.74 0.75 -0.11
-0.01 0.04 -0.56
-1.59 1.11 -0.58
1.18 -0.30 0.30
-1.78 2.12 -0.53



3.
The following is a quantum chemistry calculation of a molecular structure, C12H19N4O8PPtTe, from OMol25.

Calculated total energy = -2018.3523 a.u.
Strongest force on any atom = 0.816 eV/Å
Molecular weight = 700.96 u

Last column: natural (NBO) charge in e.
Positions of all 46 atoms, in Å:
Pt (0.2151, 0.2144, -0.1204)  0.9819
O (2.3194, -1.3680, 1.3592)  -0.7175
C (1.6246, -1.5772, 2.5646)  -0.0818
C (0.6223, -0.4600, 2.8037)  -0.2479
N (-0.5075, -0.3976, 1.8314)  -0.4295
C (-1.3397, 0.8190, 2.1082)  -0.3471
C (-0.5940, 2.0951, 1.7783)  0.7506
O (-0.7372, 3.1016, 2.4355)  -0.5995
O (0.1835, 1.9685, 0.7590)  -0.6542
C (-1.4000, -1.5843, 2.0389)  -0.3225
C (-1.4013, -2.5230, 0.8579)  0.7944
O (-0.7194, -3.5165, 0.8331)  -0.6021
O (-2.1981, -2.1379, -0.1320)  -0.7290
H (2.4816, -2.2088, 0.9238)  0.4862
H (2.3281, -1.5636, 3.4047)  0.1818
H (1.1186, -2.5486, 2.5680)  0.1777
H (1.1390, 0.5002, 2.7602)  0.2402
H (0.2001, -0.5810, 3.8074)  0.1933
H (-1.6640, 0.8430, 3.1520)  0.2132
H (-2.2162, 0.7685, 1.4607)  0.2373
H (-2.4179, -1.2503, 2.2290)  0.2357
H (-1.0516, -2.1341, 2.9076)  0.2268
N (0.4673, 1.0378, -1.8793)  -0.5990
C (0.0984, 1.3299, -2.9441)  0.6259
N (-0.4119, 1.7315, -4.0490)  -0.6659
C (-0.4628, 0.9242, -5.0966)  0.4407
N (-0.5630, 0.2713, -6.0476)  -0.4917
C (1.9509, -1.2220, -4.3654)  -0.6530
C (0.6606, -1.9954, -4.2745)  -0.0619
O (0.8109, -3.0735, -3.2803)  -0.8493
P (0.3951, -2.8564, -1.7838)  2.1670
O (0.6947, -1.5302, -1.2170)  -1.1094
Te (-2.0302, -3.1634, -1.8530)  0.5644
O (1.2112, -3.9538, -1.0388)  -0.8231
C (1.0007, -5.3802, -1.1613)  -0.0563
C (1.9461, -5.9689, -2.1810)  -0.6381
H (1.8514, -0.4742, -5.1493)  0.2505
H (2.7802, -1.8839, -4.6158)  0.2149
H (2.1657, -0.7173, -3.4244)  0.2276
H (0.4086, -2.5013, -5.2010)  0.2107
H (-0.1808, -1.3746, -3.9820)  0.1999
H (-0.0477, -5.5547, -1.4133)  0.1870
H (1.1739, -5.7695, -0.1621)  0.2027
H (1.7589, -5.5619, -3.1737)  0.2254
H (1.8081, -7.0503, -2.2183)  0.2225
H (2.9807, -5.7630, -1.9094)  0.2206

Forces on the atoms, in the same order (eV/Å):
-0.16 -0.39 0.05
0.09 0.10 -0.10
-0.22 -0.10 0.09
0.13 0.16 0.04
0.03 0.05 -0.21
-0.17 -0.12 0.36
-0.24 0.21 0.67
-0.04 -0.16 -0.12
0.32 0.17 -0.73
0.02 0.22 -0.16
0.12 -0.19 0.16
0.03 -0.12 -0.01
-0.06 0.12 0.08
-0.06 -0.02 -0.07
-0.10 0.00 0.06
0.02 0.01 -0.02
-0.01 -0.03 -0.02
0.03 0.06 0.05
0.04 -0.09 0.00
0.02 0.00 0.02
0.02 0.07 -0.04
-0.03 -0.14 0.00
0.55 0.31 -0.30
-0.71 -0.07 -0.09
0.41 -0.03 0.05
-0.09 0.24 0.09
0.02 -0.07 -0.06
-0.01 -0.02 -0.01
0.14 -0.04 0.03
-0.07 0.02 0.04
0.13 -0.28 -0.59
-0.15 0.28 0.51
0.07 -0.03 0.09
0.05 -0.09 0.17
-0.03 0.02 -0.06
-0.03 -0.04 -0.01
0.01 0.02 -0.04
-0.02 -0.01 0.01
0.02 0.01 0.03
-0.02 0.01 -0.03
-0.07 0.06 0.00
0.01 -0.04 0.00
0.00 -0.05 0.03
0.00 0.01 0.02
0.01 0.00 0.01
0.00 0.00 0.01



4.
The following is a quantum chemistry calculation of a molecular structure, C3H2CuO3 at a distorted geometry, from OMol25.

Calculated total energy = -1981.2100 a.u.
Charge = +1
<S²> = 2.01
Strongest force on any atom = 4.366 eV/Å
Molecular weight = 149.59 u
2S+1 = 3

Last column: natural (NBO) charge in e.
Positions of all 9 atoms, in Å:
H (1.0072, 0.3177, 0.9123)  0.2336
O (-0.0683, 1.7338, -0.8686)  -0.7059
C (0.6287, 0.7288, -0.4990)  0.2478
C (-0.1078, -0.2608, 0.3928)  0.0212
C (0.2286, -1.6895, 0.1628)  0.5249
O (-1.3569, 0.0421, 0.6684)  -0.6939
O (0.1264, -2.6915, 0.7487)  -0.3254
Cu (-1.8650, 1.4743, -0.3368)  1.4413
H (1.4071, 0.3450, -1.1806)  0.2566

Forces on the atoms, in the same order (eV/Å):
-0.72 -0.03 0.46
0.07 0.91 0.41
-2.81 -3.32 -0.43
2.55 2.09 -2.30
0.37 -1.66 0.30
-0.28 0.35 0.56
-0.02 0.88 -0.12
0.38 0.19 0.13
0.45 0.59 1.00



Question: Among the records above, which one has the highest molecular weight?
Answer: C46H43F4N8O3Pb